DFT (wB97M-V/def2-TZVPD) results for C15H17NO2S in the gas phase.

Last column: natural (NBO) charge in e.
Atoms and positions in Å:
1 C -0.8706 2.0669 4.9046  -0.249
2 O -0.8121 1.3410 3.7003  -0.515
3 C 0.3030 1.4910 2.9123  0.265
4 C 1.3834 2.3024 3.1858  -0.281
5 C 2.4557 2.3592 2.2942  -0.208
6 C 2.4562 1.6196 1.1390  -0.165
7 C 1.3743 0.7846 0.8318  -0.146
8 C 1.3235 -0.0146 -0.3723  -0.070
9 S 2.5465 0.0652 -1.4974  -0.201
10 C 0.1863 -0.8619 -0.5625  -0.135
11 C 0.1308 -1.7168 -1.7940  -0.427
12 C -0.3656 -0.9150 -3.0066  -0.511
13 C -0.7677 -1.8352 -4.1406  0.611
14 C -0.3182 -1.3851 -5.5040  -0.719
15 O -1.4042 -2.8428 -3.9569  -0.554
16 C -0.8395 -0.8617 0.3441  0.281
17 C -2.0733 -1.6955 0.2022  -0.655
18 N -0.7723 -0.0801 1.4523  -0.527
19 C 0.2989 0.7250 1.7280  0.202
20 H -1.8189 1.7963 5.3663  0.202
21 H -0.8509 3.1456 4.7223  0.181
22 H -0.0501 1.7946 5.5752  0.181
23 H 1.4151 2.8984 4.0837  0.222
24 H 3.2926 2.9994 2.5269  0.218
25 H 3.2822 1.6621 0.4469  0.248
26 H 1.1393 -2.0740 -2.0124  0.246
27 H -0.5186 -2.5786 -1.6480  0.225
28 H -1.2573 -0.3455 -2.7258  0.222
29 H 0.4005 -0.2100 -3.3258  0.239
30 H -0.6204 -0.3543 -5.6746  0.228
31 H -0.7314 -2.0281 -6.2767  0.229
32 H 0.7691 -1.4253 -5.5421  0.238
33 H -2.5076 -1.5845 -0.7885  0.244
34 H -1.8364 -2.7499 0.3424  0.242
35 H -2.8174 -1.4100 0.9430  0.214
36 H -1.5250 -0.0825 2.1271  0.423

- E_tot: -32251.5621 eV
- ΔE to the lowest compared entry with this formula, charge and spin: 0.0 kcal per mole
- HOMO energy: -7.55 eV
- 2S+1: 1
- SMILES: COc1cccc2c(=S)c(CCC(C)=O)c(C)[nH]c12
- Gap between HOMO and LUMO: 0.2767 Eh



DFT (wB97M-V/def2-TZVPD) results for C15H17NO4S2 in the gas phase.

Last column: natural (NBO) charge in e.
Atoms and positions in Å:
1 C -4.9035 -3.0531 -0.6697  -0.732
2 S -3.1546 -2.7989 -0.2637  0.168
3 C -3.1503 -0.9708 -0.2043  -0.527
4 C -1.9404 -0.4892 0.5850  -0.418
5 C -1.7097 1.0186 0.4645  -0.171
6 N -1.3664 1.4195 -0.8899  -0.867
7 S -0.0621 2.4306 -1.0718  2.330
8 O 0.1283 2.6145 -2.4740  -0.913
9 O -0.3621 3.5728 -0.2420  -0.964
10 C 1.3200 1.5492 -0.3642  -0.375
11 C 1.7856 1.9016 0.9075  -0.217
12 C 2.8104 1.1877 1.4649  -0.182
13 C 3.3984 0.1069 0.7717  0.037
14 C 4.4575 -0.6446 1.3231  -0.209
15 C 5.0152 -1.6800 0.6262  -0.192
16 C 4.5419 -2.0144 -0.6530  -0.205
17 C 3.5165 -1.3086 -1.2169  -0.166
18 C 2.9199 -0.2341 -0.5240  -0.113
19 C 1.8591 0.5160 -1.0727  -0.091
20 C -2.9240 1.8548 0.9469  0.788
21 O -3.8719 1.3589 1.4896  -0.587
22 O -2.8169 3.1496 0.7374  -0.676
23 H -5.5194 -2.6499 0.1292  0.217
24 H -5.0555 -4.1238 -0.7552  0.231
25 H -5.1318 -2.5672 -1.6141  0.213
26 H -4.0696 -0.6501 0.2818  0.248
27 H -3.1359 -0.6037 -1.2325  0.193
28 H -1.0430 -1.0105 0.2385  0.212
29 H -2.0890 -0.7356 1.6370  0.243
30 H -0.8734 1.2964 1.1249  0.227
31 H -1.4108 0.6883 -1.5798  0.415
32 H 1.3322 2.7430 1.4075  0.247
33 H 3.1862 1.4438 2.4442  0.219
34 H 4.8202 -0.3846 2.3066  0.216
35 H 5.8262 -2.2495 1.0548  0.220
36 H 4.9963 -2.8352 -1.1872  0.221
37 H 3.1476 -1.5591 -2.2004  0.216
38 H 1.4825 0.2891 -2.0587  0.226
39 H -1.9536 3.4217 0.3328  0.515

- E_tot: -47181.9105 eV
- ΔE to the lowest compared entry with this formula, charge and spin: 0.8 kcal per mole
- HOMO energy: -8.68 eV
- 2S+1: 1
- SMILES: CSCC[C@@H](NS(=O)(=O)c1ccc2ccccc2c1)C(=O)O
- Gap between HOMO and LUMO: 0.3029 Eh



DFT (wB97M-V/def2-TZVPD) results for a molecular structure, C15H17NO4Yb at a distorted geometry.

Last column: Mulliken spin population.
Atoms and positions in Å:
1 Yb -1.5827 -1.4314 -0.4468  0.905
2 C -2.3121 0.5824 0.6003  0.000
3 O -2.7047 1.5003 1.1982  0.002
4 C -3.8438 -1.3802 0.6388  0.001
5 O -4.8465 -1.2601 1.1889  0.002
6 C -0.9958 -1.7530 1.9929  -0.001
7 O -0.7788 -1.9800 3.0963  0.001
8 C -3.0225 0.0110 -1.9512  -0.002
9 O -3.6238 0.6745 -2.6702  0.000
10 C -1.2105 -5.2442 -2.4770  0.000
11 H -1.0537 -4.7845 -3.4604  0.000
12 H -0.3041 -5.5016 -1.9155  0.000
13 C -2.4261 -5.5837 -2.0443  0.000
14 H -2.5756 -6.1324 -1.1064  0.000
15 H -3.3251 -5.4141 -2.6494  0.000
16 C 2.5597 3.2331 1.8160  0.000
17 N 1.8844 1.9266 2.0214  0.000
18 C 1.5536 1.7470 3.4665  0.000
19 C 0.6420 1.6976 1.1564  0.008
20 C 0.9117 1.2370 -0.2500  0.034
21 C 1.8452 1.8781 -1.1003  0.007
22 C 2.0224 1.4390 -2.4238  -0.004
23 C 1.2366 0.3939 -2.9044  0.009
24 C 0.2905 -0.2430 -2.0559  -0.025
25 C 0.1636 0.1933 -0.7691  0.063
26 H 1.7960 4.0097 1.8439  0.000
27 H 3.0966 3.2431 0.8679  0.000
28 H 3.2661 3.3748 2.6391  0.000
29 H 2.5493 1.1908 1.7546  0.000
30 H 0.8141 2.4984 3.7330  0.000
31 H 1.1584 0.7407 3.6250  0.000
32 H 2.4698 1.8909 4.0409  0.000
33 H 0.0557 0.9451 1.6883  0.001
34 H 0.0699 2.6317 1.1869  0.000
35 H 2.4415 2.7234 -0.7802  0.001
36 H 2.7536 1.9351 -3.0849  0.000
37 H 1.3341 0.0683 -3.9484  0.001
38 H -0.3088 -1.0577 -2.5171  0.000

- E_tot: -57008.1481 eV
- Charge: +3
- ΔE to the lowest compared entry with this formula, charge and spin: 0.0 kcal per mole
- HOMO energy (alpha / beta): -18.14 / -18.14 eV
- 2S+1: 2
- Gap between HOMO and LUMO (alpha / beta): 0.2280 / 0.2068 Eh



DFT (wB97M-V/def2-TZVPD) results for a molecular structure, C15H18AgNO3P.

Last column: natural (NBO) charge in e.
Atoms and positions in Å:
1 N 4.5685 -0.3763 1.7463  -0.830
2 C 3.6495 0.0360 0.6820  -0.164
3 C 3.5601 1.5627 0.6146  -0.412
4 C 2.9330 2.0886 -0.6893  -0.416
5 C 1.3993 2.1590 -0.5850  -0.356
6 C 0.6303 1.3404 -1.6525  -0.452
7 C -0.4972 0.5142 -1.0662  -0.044
8 C -0.7232 -0.8012 -1.5294  -0.194
9 C -1.7485 -1.5963 -1.0366  -0.344
10 P -2.0724 -3.2058 -1.8527  1.545
11 O -3.4201 -3.3383 -2.4371  -1.042
12 C -2.5546 -1.1045 -0.0015  -0.025
13 C -2.3628 0.1914 0.4685  -0.118
14 C -1.3468 1.0030 -0.0569  -0.294
15 C -3.2506 0.7653 1.5422  0.502
16 O -3.0125 1.8548 2.0061  -0.480
17 C -4.3943 -0.0615 1.9888  -0.228
18 C -4.5532 -1.3181 1.5690  -0.203
19 C -3.5863 -1.9672 0.6498  0.492
20 O -3.5767 -3.1635 0.4717  -0.464
21 H 4.3125 -1.2835 2.1152  0.365
22 H 5.5048 -0.4875 1.3753  0.375
23 H 2.6666 -0.4166 0.9575  0.073
24 H 3.9230 -0.3633 -0.2993  0.191
25 H 4.5739 1.9510 0.7234  0.240
26 H 3.0010 1.9281 1.4813  0.200
27 H 3.3493 3.0700 -0.9094  0.238
28 H 3.2221 1.4309 -1.5121  0.209
29 H 1.0775 1.7732 0.4044  0.086
30 H 1.0752 3.1993 -0.6060  0.249
31 H 0.2824 1.9920 -2.4540  0.260
32 H 1.3171 0.6122 -2.0915  0.219
33 H -0.1010 -1.1769 -2.3348  0.239
34 H -1.0613 -3.1783 -2.8303  -0.096
35 H -1.6706 -4.1744 -0.9219  -0.059
36 H -1.2632 2.0204 0.3115  0.272
37 H -5.0801 0.3951 2.6918  0.253
38 H -5.3633 -1.9450 1.9238  0.255
39 Ag 0.5926 0.0705 1.1430  0.956

- E_tot: -36759.6051 eV
- Charge: +1
- HOMO energy: -12.97 eV
- 2S+1: 1
- Gap between HOMO and LUMO: 0.2857 Eh



DFT (wB97M-V/def2-TZVPD) results for a molecular structure, C15H18BiBr2F5O4Se.

Last column: natural (NBO) charge in e.
Atoms and positions in Å:
1 Bi 0.0172 -0.6834 0.6517  1.731
2 C -3.5235 -0.7892 -0.5518  -0.100
3 C -3.2386 0.5224 0.1497  -0.092
4 O -1.9312 1.0186 -0.1765  -0.580
5 C -1.7901 1.5569 -1.4889  -0.108
6 C -0.3163 1.4962 -1.8110  -0.090
7 O 0.1973 0.1593 -1.5675  -0.629
8 C -0.0917 -0.7930 -2.6188  -0.098
9 C 0.5046 -2.1207 -2.2167  -0.104
10 O 0.0481 -2.5070 -0.9034  -0.620
11 C -1.0323 -3.4710 -0.8197  -0.087
12 C -2.3703 -2.8254 -1.0984  -0.101
13 O -2.4128 -1.6494 -0.3017  -0.580
14 H -3.6459 -0.6600 -1.6322  0.185
15 H -4.4468 -1.2223 -0.1592  0.225
16 H -3.2359 0.3833 1.2307  0.218
17 H -4.0008 1.2637 -0.0970  0.226
18 H -2.1341 2.5939 -1.5190  0.230
19 H -2.3775 0.9835 -2.2089  0.192
20 H 0.2612 2.1483 -1.1575  0.224
21 H -0.1129 1.7686 -2.8462  0.235
22 H 0.3778 -0.4393 -3.5382  0.239
23 H -1.1713 -0.8555 -2.7613  0.194
24 H 1.5888 -2.0516 -2.1522  0.242
25 H 0.2360 -2.8908 -2.9399  0.234
26 H -0.9903 -3.8503 0.2006  0.225
27 H -0.8279 -4.2920 -1.5062  0.232
28 H -3.1716 -3.5188 -0.8294  0.227
29 H -2.4882 -2.5674 -2.1566  0.185
30 Br 0.2788 2.2146 1.8414  0.125
31 C 1.4734 1.5702 3.2287  -0.514
32 Br 0.8717 -0.1425 3.8689  0.140
33 H 1.4407 2.2836 4.0426  0.268
34 H 2.4581 1.4586 2.7923  0.254
35 F 4.3385 -5.1011 3.9817  -0.247
36 C 3.9408 -4.1153 3.2070  0.300
37 C 2.5927 -3.9636 2.9159  0.291
38 F 1.6918 -4.7970 3.4132  -0.263
39 C 2.2046 -2.9205 2.1019  0.286
40 F 0.8563 -2.7905 1.8495  -0.346
41 C 3.0883 -2.0112 1.5599  -0.325
42 Se 2.6371 -0.5788 0.3699  -0.150
43 C 4.4309 -2.1836 1.8691  0.321
44 F 5.3260 -1.3391 1.3680  -0.275
45 C 4.8632 -3.2207 2.6807  0.341
46 F 6.1442 -3.3597 2.9537  -0.256

- E_tot: -248878.0160 eV
- Charge: +2
- ΔE to the lowest compared entry with this formula, charge and spin: 0.0 kcal per mole
- HOMO energy: -14.48 eV
- 2S+1: 1
- Gap between HOMO and LUMO: 0.2697 Eh



DFT (wB97M-V/def2-TZVPD) results for C15H18ClN3O2S in the gas phase.

Last column: natural (NBO) charge in e.
Atoms and positions in Å:
1 C -0.6617 -3.7384 0.5089  -0.609
2 C -0.2877 -2.3116 0.1315  -0.233
3 N 0.9416 -1.9017 0.7747  -0.605
4 C 1.9996 -1.4211 0.0966  0.677
5 O 2.0305 -1.3209 -1.1128  -0.637
6 C 3.1462 -0.9319 0.9812  -0.493
7 C 3.0558 0.5984 1.0861  -0.418
8 S 1.3950 1.1144 1.6089  0.210
9 C 0.9421 1.4468 -0.0985  0.372
10 N -0.2024 1.5488 -0.5993  -0.532
11 C -1.4054 1.4580 0.0720  0.217
12 C -1.6101 2.0558 1.3149  -0.267
13 C -2.8425 1.9740 1.9333  -0.195
14 C -3.8822 1.2939 1.3255  -0.244
15 C -3.6731 0.7126 0.0849  -0.014
16 Cl -4.9877 -0.1303 -0.6663  -0.002
17 C -2.4530 0.7824 -0.5741  -0.075
18 C -2.2566 0.1474 -1.9138  -0.643
19 N 2.0775 1.5811 -0.8494  -0.454
20 C 1.9867 1.9260 -2.2491  -0.413
21 C 3.2651 1.1968 -0.2967  0.705
22 O 4.3376 1.2907 -0.8346  -0.568
23 H -1.5814 -4.0230 0.0060  0.217
24 H -0.8159 -3.8228 1.5828  0.199
25 H 0.1250 -4.4280 0.2132  0.212
26 H -1.0901 -1.6218 0.4184  0.196
27 H -0.1167 -2.2275 -0.9437  0.234
28 H 0.9521 -1.9109 1.7827  0.396
29 H 3.1039 -1.3781 1.9753  0.216
30 H 4.0948 -1.1863 0.5042  0.256
31 H 3.7944 0.9819 1.7915  0.258
32 H -0.8032 2.6022 1.7795  0.219
33 H -2.9950 2.4414 2.8938  0.218
34 H -4.8477 1.2179 1.7998  0.227
35 H -2.5260 -0.9072 -1.8796  0.224
36 H -1.2217 0.2472 -2.2252  0.242
37 H -2.8997 0.6285 -2.6499  0.229
38 H 2.9893 2.1789 -2.5891  0.238
39 H 1.3080 2.7675 -2.3722  0.219
40 H 1.6144 1.0690 -2.8115  0.222

- E_tot: -47771.8385 eV
- ΔE to the lowest compared entry with this formula, charge and spin: 0.0 kcal per mole
- HOMO energy: -8.53 eV
- 2S+1: 1
- SMILES: CCNC(=O)C[C@@H]1S/C(=N\c2cccc(Cl)c2C)N(C)C1=O
- Gap between HOMO and LUMO: 0.3238 Eh



- Which value of E_tot does entry 2 give?
  -47181.9105 eV